Entry 1:
Entry from the OMol25 dataset: a 2-piece molecular cluster, C6H10O overall in a non-equilibrium geometry (ωB97M-V with the def2-TZVPD basis set).

The SMILES is C[C@H]1CC=CC1=O.[H][H]. The gap between HOMO and LUMO is 10.03 eV. The energy relative to the best compared isomer or geometry (same formula, charge and spin) comes out at 38.72 kcal/mol. As for the LUMO energy: 0.57 eV. The calculation puts the total energy at -8429.561 eV.

```
17
C6H10O | the OMol25 dataset | ωB97M-V with the def2-TZVPD basis set
C -1.00056 1.53340 -0.46370
C 0.01390 0.70507 0.31904
C -0.63089 -0.36563 1.21621
C -0.46845 -1.63814 0.42321
C 0.35141 -1.50064 -0.62314
C 0.70343 -0.07560 -0.80588
O 1.26256 0.42825 -1.76501
H -1.67800 0.86129 -1.00525
H -1.58292 2.17949 0.19211
H -0.46438 2.13347 -1.20453
H 0.68684 1.36669 0.87870
H -1.68000 -0.14276 1.44475
H -0.11955 -0.47384 2.18380
H -0.98372 -2.55731 0.69119
H 0.66492 -2.26396 -1.32394
H 2.42524 -0.25131 0.26110
H 2.50017 0.06152 -0.41865
```

---

Entry 2:
Entry from the OMol25 dataset: a single C6H10O molecule (ωB97M-V with the def2-TZVPD basis set).

The SMILES is C#C[C@](C)(O)CC. The gap between HOMO and LUMO is 11.10 eV. The energy relative to the best compared isomer or geometry (same formula, charge and spin) comes out at 35.54 kcal/mol. As for the LUMO energy: 0.98 eV. The calculation puts the total energy at -8429.699 eV.

```
17
C6H10O | the OMol25 dataset | ωB97M-V with the def2-TZVPD basis set
C -0.17220 -1.74478 1.03312
C -0.72241 -0.32686 0.87555
C 0.11285 0.59305 -0.04017
C -0.75906 1.71316 -0.61719
O 1.12406 1.15313 0.80375
C 0.75911 -0.15596 -1.13988
C 1.34816 -0.74623 -2.00953
H -0.41033 -2.15403 2.01855
H 0.91694 -1.75659 0.92027
H -0.59069 -2.41774 0.27776
H -0.72994 0.18996 1.84152
H -1.75708 -0.35894 0.51678
H -0.15189 2.41960 -1.19059
H -1.53127 1.30010 -1.27510
H -1.24388 2.25191 0.20316
H 1.95787 1.16909 0.32167
H 1.85846 -1.27885 -2.78346
```

---

Entry 3:
Entry from the OMol25 dataset: a single C6H10O molecule in a non-equilibrium geometry (ωB97M-V with the def2-TZVPD basis set).

The SMILES is O=CCCC1CC1. The gap between HOMO and LUMO is 10.92 eV. The energy relative to the best compared isomer or geometry (same formula, charge and spin) comes out at 28.66 kcal/mol. As for the LUMO energy: 1.10 eV. The calculation puts the total energy at -8429.998 eV.

```
17
C6H10O | the OMol25 dataset | ωB97M-V with the def2-TZVPD basis set
O 0.84287 -1.50718 1.60958
C 1.73300 -1.09937 0.89678
C 1.59432 0.10574 0.00277
C 0.46991 1.07688 0.38816
C -0.77390 0.78591 -0.49587
C -1.19464 -0.61140 -0.96266
C -1.96311 0.10269 0.10381
H 2.68453 -1.67248 0.82442
H 2.56909 0.51191 -0.30599
H 1.07446 -0.27025 -0.88068
H 0.79600 2.11602 0.24987
H 0.20343 0.94957 1.44261
H -0.97194 1.53954 -1.25888
H -1.66540 -0.70671 -1.94178
H -0.63772 -1.50307 -0.67655
H -2.96384 0.46706 -0.10061
H -1.79703 -0.28485 1.10504
```

---

Entry 4:
Entry from the OMol25 dataset: a single C6H10O molecule (ωB97M-V with the def2-TZVPD basis set).

The gap between HOMO and LUMO (alpha / beta) is 7.80 / 7.79 eV. The energy relative to the best compared isomer or geometry (same formula, charge and spin) comes out at 61.14 kcal/mol. As for the LUMO energy (alpha / beta): 1.07 / 1.05 eV. The calculation puts the total energy at -8428.589 eV.

```
17
C6H10O | the OMol25 dataset | ωB97M-V with the def2-TZVPD basis set
C -0.19233 -1.85539 0.17214
C -0.49709 0.28061 1.48130
O 0.44914 1.18097 1.45008
C 1.12451 1.57212 0.40318
C 0.87696 0.92456 -0.91385
C -0.56715 0.39760 -0.99371
C -0.87356 -0.46964 0.24436
H 0.79445 -1.75940 -0.30144
H -0.03478 -2.21174 1.19559
H -0.79230 -2.59556 -0.38107
H -0.85801 0.05547 2.47857
H 1.85063 2.34216 0.62138
H 1.56143 0.07250 -1.07010
H 1.08893 1.63304 -1.72445
H -1.26395 1.24200 -1.04628
H -0.70912 -0.18643 -1.91130
H -1.95776 -0.62288 0.29560
```